# 1
Here is a 9-piece molecular cluster, C27H45F3O27 overall in a non-equilibrium geometry from the Open Molecules 2025 dataset. Energies are from wB97M-V/def2-TZVPD.

Atoms and positions in Å:
O (0.952, 6.056, 2.518)
C (-0.224, 5.948, 2.237)
O (-0.921, 4.949, 2.565)
C (-2.047, 4.902, 1.732)
C (-2.170, 6.384, 1.199)
F (-2.856, 7.096, 2.008)
O (-0.874, 6.810, 1.438)
H (-1.947, 4.196, 0.908)
H (-2.959, 4.615, 2.256)
H (-2.457, 6.559, 0.163)
O (-7.404, 0.931, -3.575)
C (-6.580, 0.246, -2.963)
O (-6.147, -0.997, -3.377)
C (-5.125, -1.455, -2.511)
C (-4.646, -0.170, -2.037)
F (-3.659, 0.346, -2.800)
O (-5.802, 0.674, -2.042)
H (-5.558, -2.042, -1.701)
H (-4.335, -2.020, -3.005)
H (-4.221, -0.249, -1.036)
O (-0.098, -1.853, -1.751)
C (-0.405, -0.845, -1.106)
O (0.345, -0.124, -0.296)
C (-0.295, 1.006, 0.260)
C (-1.705, 0.807, -0.234)
F (-2.277, 1.844, -0.759)
O (-1.659, -0.244, -1.135)
H (-0.348, 0.939, 1.347)
H (0.041, 1.995, -0.052)
H (-2.308, 0.657, 0.661)
C (-2.090, 3.876, -3.456)
O (-0.758, 4.307, -3.332)
C (-0.362, 4.545, -2.155)
O (-0.938, 4.382, -1.069)
O (0.926, 5.036, -2.279)
C (1.580, 5.290, -1.066)
H (-2.087, 2.786, -3.468)
H (-2.364, 3.999, -4.504)
H (-2.799, 4.361, -2.786)
H (1.176, 4.679, -0.259)
H (1.692, 6.283, -0.632)
H (2.551, 4.812, -1.191)
C (0.700, 2.352, 9.168)
O (0.884, 2.092, 7.759)
C (-0.109, 2.517, 6.892)
O (-1.166, 3.087, 7.200)
O (0.312, 2.152, 5.655)
C (-0.492, 2.352, 4.511)
H (-0.148, 1.739, 9.474)
H (0.546, 3.419, 9.324)
H (1.505, 1.954, 9.786)
H (-0.054, 1.996, 3.578)
H (-0.747, 3.410, 4.462)
H (-1.417, 1.779, 4.574)
C (3.127, -7.094, -6.852)
O (2.131, -6.146, -6.561)
C (2.297, -5.274, -5.539)
O (3.390, -5.138, -4.916)
O (1.129, -4.689, -5.221)
C (1.054, -3.761, -4.155)
H (3.342, -7.877, -6.125)
H (4.069, -6.574, -7.022)
H (2.939, -7.517, -7.839)
H (1.831, -2.998, -4.173)
H (1.124, -4.361, -3.248)
H (0.084, -3.266, -4.095)
C (6.108, -4.342, -3.601)
O (5.327, -3.850, -2.541)
C (5.054, -2.553, -2.402)
O (5.514, -1.666, -3.130)
O (4.064, -2.408, -1.573)
C (3.436, -1.149, -1.428)
H (6.179, -3.619, -4.413)
H (5.799, -5.286, -4.050)
H (7.085, -4.494, -3.143)
H (2.429, -1.321, -1.046)
H (3.331, -0.632, -2.382)
H (3.930, -0.532, -0.677)
C (2.150, 0.375, 2.958)
O (3.159, -0.469, 2.469)
C (2.913, -1.666, 1.990)
O (1.805, -2.224, 1.748)
O (4.026, -2.332, 1.974)
C (4.010, -3.686, 1.460)
H (1.887, 0.096, 3.978)
H (1.205, 0.202, 2.442)
H (2.301, 1.455, 2.965)
H (3.190, -3.929, 0.785)
H (4.271, -4.509, 2.126)
H (4.861, -3.739, 0.781)
C (-4.100, -0.540, 3.842)
O (-4.224, -1.558, 2.861)
C (-3.194, -1.868, 2.081)
O (-2.043, -1.344, 2.188)
O (-3.542, -2.783, 1.160)
C (-2.620, -3.416, 0.381)
H (-3.531, -0.781, 4.740)
H (-5.088, -0.358, 4.265)
H (-3.738, 0.383, 3.389)
H (-1.794, -3.915, 0.887)
H (-2.241, -2.719, -0.366)
H (-3.088, -4.292, -0.068)

## Properties
HOMO energy: -0.3794 Ha
HOMO-LUMO gap: 10.301 eV
electronic energy: -92159.82177 eV
2S+1: 1

Mulliken atomic charge list, values in e, 8 entries:
1 O -0.58
2 C 0.56
3 O -0.15
4 C 0.14
5 C 0.30
6 F -0.30
7 O -0.37
8 H -0.31

# 2
Here is the molecule C4H9N3O2 in a non-equilibrium geometry from the Open Molecules 2025 dataset. Energies are from wB97M-V/def2-TZVPD.

Atoms and positions in Å:
C (2.109, -0.720, 0.877)
O (2.530, -0.394, -0.404)
C (1.664, 0.228, -1.247)
N (0.441, 0.626, -1.156)
N (-0.300, 0.305, -0.002)
C (-1.066, 1.537, 0.382)
C (-1.068, -0.947, -0.240)
N (-2.401, -0.728, -0.490)
O (-0.507, -2.003, -0.349)
H (3.006, -0.994, 1.394)
H (1.616, 0.201, 1.349)
H (1.397, -1.540, 0.872)
H (2.175, 0.522, -2.133)
H (-0.352, 2.380, 0.582)
H (-1.741, 1.909, -0.381)
H (-1.680, 1.409, 1.313)
H (-2.890, -0.210, 0.227)
H (-2.932, -1.583, -0.595)

## Properties
HOMO energy: -0.3124 Ha
HOMO-LUMO gap: 9.263 eV
electronic energy: -12857.40005 eV
2S+1: 1

Mulliken atomic charge list, values in e, 8 entries:
1 C -0.44
2 O -0.34
3 C 0.13
4 N -0.88
5 N 0.62
6 C -1.04
7 C 0.33
8 N -0.49